Below is an isolated molecule of H3PS2 at a distorted geometry, with properties calculated with ωB97M-V with the def2-TZVPD basis set.

- Gap between HOMO and LUMO (alpha / beta): 6.33 / 7.10 eV
- HOMO level (alpha / beta): -5.642 / -9.553 eV
- Energy above the lowest of the compared OMol25 structures with the same formula, charge and spin: 159.32 kJ/mol

Structure (ORCA input):
```
! wB97M-V def2-TZVPD RIJCOSX def2/J DEFGRID3
* xyz 0 3
P 0.87 0.19 -0.25
S -2.17 0.18 0.33
S -0.58 -1.18 0.15
H 1.75 -0.68 -0.79
H 1.66 0.46 0.87
H -1.52 1.03 -0.32
*
```

These are the Mulliken partial charges, in e, on atoms 1 to 2: -0.05, -0.19

=====

Below is a cluster of 21 separate species, H41O21 in total at a distorted geometry, with properties calculated with ωB97M-V with the def2-TZVPD basis set.

- Gap between HOMO and LUMO: 9.52 eV
- HOMO level: -7.431 eV
- Energy above the lowest of the compared OMol25 structures with the same formula, charge and spin: 333.92 kJ/mol

Structure (ORCA input):
```
! wB97M-V def2-TZVPD RIJCOSX def2/J DEFGRID3
* xyz -1 1
O 0.25 -0.68 -2.96
H 0.46 -0.89 -3.91
H 0.89 -1.25 -2.48
O -2.12 -1.38 1.94
H 1.38 -0.89 1.63
H -3.03 -1.09 2.05
O -2.46 -3.91 1.71
H -2.51 -3.28 2.40
H -2.30 -3.56 0.84
O -0.75 0.23 3.60
H 0.16 0.31 3.86
H 0.93 -4.60 2.69
O -2.67 -0.41 -3.06
H -2.00 0.34 -2.98
H -3.26 0.10 -2.48
O 3.65 2.52 -1.18
H 3.31 1.90 -1.88
H 3.66 2.09 -0.34
O -3.46 0.90 0.29
H -2.63 0.96 0.81
H -1.56 -0.77 2.48
O -1.15 1.70 1.31
H -1.04 0.91 2.87
H -1.43 2.38 1.94
O -0.47 -1.39 -0.26
H -1.01 -0.79 0.25
H -1.01 -1.94 -0.82
O 0.26 -4.16 3.24
H -3.03 0.84 -0.59
H 0.18 -3.33 2.78
O 2.60 -1.00 -1.10
H -1.33 2.10 -1.69
H 2.20 -1.23 -0.17
O 4.04 -2.41 1.61
H 3.11 -2.16 1.66
H 4.27 -2.22 0.71
O 2.10 -0.24 -4.82
H 2.29 0.34 -4.03
H 1.47 0.35 -5.33
O -3.93 2.17 -2.58
H -3.51 3.01 -2.78
H -4.08 2.17 -1.64
O 1.74 4.12 0.88
H 2.42 3.43 0.92
H 1.06 4.01 0.24
O -1.63 3.07 -1.60
H -1.28 3.31 -0.74
O 2.65 2.00 4.04
H 1.94 2.25 3.46
H 2.79 1.05 3.96
O 1.28 1.13 1.25
H 0.24 1.24 1.18
H 1.63 1.71 1.90
O -2.83 -2.90 -1.02
H -2.22 -2.62 -1.73
H -3.71 -2.56 -1.16
O 1.79 1.35 -2.35
H 1.24 0.63 -2.80
H 1.49 0.95 -1.51
O 1.37 -1.80 1.37
H 0.56 -1.99 0.85
H 2.96 -0.14 -0.72
*
```

These are the Mulliken partial charges, in e, on atoms 1 to 2: -0.55, 0.32

=====

Below is a cluster of 21 separate species, H41O21 in total at a distorted geometry, with properties calculated with ωB97M-V with the def2-TZVPD basis set.

- Gap between HOMO and LUMO (alpha / beta): 10.05 / 5.45 eV
- HOMO level (alpha / beta): -10.709 / -10.693 eV
- Energy above the lowest of the compared OMol25 structures with the same formula, charge and spin: 367.08 kJ/mol

Structure (ORCA input):
```
! wB97M-V def2-TZVPD RIJCOSX def2/J DEFGRID3
* xyz 0 2
O -1.14 -0.82 -1.89
H -2.01 -1.07 -1.73
H -0.52 -0.44 -1.32
O -0.58 -0.27 1.67
H 2.86 -0.05 2.65
H -1.50 2.99 -0.59
O -2.02 -1.86 2.46
H 1.28 -2.23 -2.75
H -1.83 -2.66 2.86
O 1.55 -1.34 -2.67
H 3.14 4.05 1.35
H 4.09 1.28 2.96
O 3.72 1.70 3.75
H 2.83 1.45 3.69
H 2.56 0.42 -5.12
O -0.01 0.11 4.31
H -1.62 1.66 3.02
H -0.39 -0.08 3.38
O -2.55 1.72 3.05
H 0.08 0.46 1.35
H -0.91 2.45 0.77
O -4.69 -0.38 2.19
H 0.91 -0.61 -2.81
H -0.84 0.45 4.57
O -3.52 -1.87 -0.58
H -3.85 -0.61 2.59
H 1.81 3.60 1.42
O 1.99 0.37 -4.36
H -2.73 2.19 2.21
H -0.69 2.51 -1.85
O 4.60 -1.41 -1.73
H 2.38 -0.07 -0.18
H 4.13 -0.75 -1.23
O -3.21 1.10 -1.42
H -1.80 -2.02 1.53
H -2.52 1.94 -1.60
O 2.25 4.37 1.10
H -3.62 -2.81 -0.27
H -3.64 -1.23 0.13
O -1.43 -0.55 -4.34
H -1.23 -0.55 -5.33
H -1.63 0.30 -4.03
O -2.17 1.86 0.70
H -0.89 -2.94 -1.95
H -3.86 1.77 -1.13
O 1.99 0.64 -0.64
H 2.25 -0.54 -3.97
O -1.45 3.03 -1.62
H -1.52 -0.01 1.48
H 1.53 0.43 -1.47
O 0.13 2.86 1.01
H 2.27 -3.76 -0.56
H 0.50 2.00 1.04
O 3.07 -3.30 -0.33
H -0.22 -4.29 -1.94
H 3.87 -3.78 -0.30
O -0.31 -3.49 -1.41
H -4.52 0.22 1.44
H -2.05 1.07 0.19
O 3.72 -0.50 2.31
H 3.86 -0.55 1.33
H 4.09 -2.12 -1.40
*
```

These are the Mulliken partial charges, in e, on atoms 1 to 2: -0.10, 0.24

=====

Below is a cluster of 21 separate species, H42O21 in total at a distorted geometry, with properties calculated with ωB97M-V with the def2-TZVPD basis set.

- Gap between HOMO and LUMO: 9.95 eV
- HOMO level: -10.747 eV
- Energy above the lowest of the compared OMol25 structures with the same formula, charge and spin: 712.68 kJ/mol

Structure (ORCA input):
```
! wB97M-V def2-TZVPD RIJCOSX def2/J DEFGRID3
* xyz 0 1
O 1.78 2.63 -3.74
H 1.86 3.15 -2.96
H 2.61 2.15 -3.82
O -1.09 2.84 3.79
H -0.21 2.89 4.18
H -1.04 3.29 2.95
O -0.85 -0.27 4.90
H -0.35 0.54 4.78
H -0.21 -0.97 5.07
O 1.39 1.92 -0.85
H 2.10 1.30 -0.99
H 0.56 1.57 -1.18
O -3.82 -0.24 1.88
H -3.71 -0.90 1.19
H -4.62 -0.50 2.35
O 3.25 3.61 0.37
H 3.16 4.33 -0.26
H 2.53 3.01 0.19
O 1.77 0.77 1.85
H 1.87 1.15 0.96
H 0.82 0.60 1.88
O -2.35 -2.94 -2.73
H -2.54 -2.94 -1.79
H -2.95 -2.32 -3.15
O 4.08 -1.78 2.14
H 4.25 -1.24 2.92
H 3.21 -1.58 1.80
O 3.31 2.40 3.60
H 3.31 2.09 2.68
H 2.35 2.50 3.64
O -1.05 -0.59 2.25
H -1.96 -0.89 2.20
H -1.11 0.05 2.98
O 2.33 -1.59 -1.40
H 2.77 -2.32 -0.96
H 2.41 -0.79 -0.87
O -1.03 -0.05 -1.40
H -1.62 -0.59 -0.88
H -0.77 -0.67 -2.09
O 0.57 -3.27 -2.97
H 1.22 -3.01 -2.30
H 0.21 -4.10 -2.67
O 3.79 0.13 -3.89
H 4.48 0.06 -3.23
H 2.98 -0.08 -3.39
O -1.86 3.63 -0.28
H -1.74 2.70 -0.08
H -2.66 3.76 -0.78
O -4.79 -1.37 -1.73
H -4.35 -1.71 -0.94
H -5.09 -0.49 -1.51
O -4.67 1.25 -0.16
H -4.00 0.89 -0.73
H -4.31 1.46 0.71
O 0.57 -2.94 0.73
H 0.36 -2.55 1.58
H 0.33 -2.37 0.00
O -1.78 -4.00 1.12
H -1.52 -4.48 1.92
H -1.85 -4.78 0.55
O 0.82 0.11 -3.69
H -0.03 -0.04 -3.27
H 0.54 0.50 -4.51
*
```

These are the Mulliken partial charges, in e, on atoms 1 to 2: -0.57, 0.27

=====

Below is a cluster of 21 separate species, H42O21 in total at a distorted geometry, with properties calculated with ωB97M-V with the def2-TZVPD basis set.

- Gap between HOMO and LUMO: 9.95 eV
- HOMO level: -10.624 eV
- Energy above the lowest of the compared OMol25 structures with the same formula, charge and spin: 1224.40 kJ/mol

Structure (ORCA input):
```
! wB97M-V def2-TZVPD RIJCOSX def2/J DEFGRID3
* xyz 0 1
O -1.54 0.37 -4.84
H -1.72 1.24 -4.67
H -2.46 0.08 -5.11
O -2.92 0.99 -2.04
H -3.61 1.34 -1.43
H -2.46 1.78 -2.34
O 1.31 -2.04 3.06
H 0.43 -1.65 2.37
H 1.82 -1.28 2.67
O -2.58 -2.29 -0.61
H -1.99 -2.52 -1.36
H -2.50 -1.37 -0.70
O 2.23 -3.22 0.30
H 1.65 -2.58 0.54
H 3.07 -2.84 0.84
O 3.07 2.42 -2.02
H 3.38 1.60 -1.80
H 2.56 2.33 -2.92
O 0.61 -1.21 0.46
H 1.29 -0.65 0.65
H -0.03 -0.49 0.38
O 2.32 -1.80 -3.37
H 2.78 -2.31 -2.64
H 2.27 -0.97 -2.97
O -2.90 -3.72 2.02
H -1.97 -3.79 2.10
H -3.20 -3.80 1.14
O -1.97 3.49 -2.65
H -2.86 3.17 -2.83
H -1.79 3.43 -1.80
O 3.22 -0.62 1.89
H 2.62 0.16 2.18
H 3.70 -0.96 2.70
O -2.85 -0.45 1.72
H -2.04 -0.28 2.01
H -3.00 -1.45 1.81
O -0.58 1.39 1.94
H 0.33 1.74 1.88
H -0.88 1.27 1.03
O 5.47 -0.83 -0.11
H 4.70 -0.39 -0.52
H 5.15 -1.72 -0.18
O 2.95 2.46 3.29
H 2.76 3.21 3.67
H 3.09 2.57 2.38
O 0.88 2.97 0.09
H 0.62 3.22 -0.79
H 1.35 3.78 0.24
O -2.80 1.85 0.79
H -3.41 1.26 1.17
H -2.87 2.56 1.32
O -2.01 -0.12 5.02
H -1.65 -1.11 5.11
H -1.29 0.36 5.42
O -0.40 -3.70 -2.91
H -0.37 -2.67 -3.13
H 0.15 -3.98 -3.59
O -1.71 4.21 -0.08
H -1.02 3.54 0.53
H -2.53 3.75 -0.21
O 0.21 -0.63 -1.91
H -0.32 -0.07 -1.44
H 0.08 -1.67 -1.89
*
```

These are the Mulliken partial charges, in e, on atoms 1 to 2: -0.55, 0.26

=====

Below is a cluster of 23 separate species, H46O23 in total at a distorted geometry, with properties calculated with ωB97M-V with the def2-TZVPD basis set.

- Gap between HOMO and LUMO: 9.37 eV
- HOMO level: -10.241 eV
- Energy above the lowest of the compared OMol25 structures with the same formula, charge and spin: 289.81 kJ/mol

Structure (ORCA input):
```
! wB97M-V def2-TZVPD RIJCOSX def2/J DEFGRID3
* xyz 0 1
O 2.41 1.97 4.01
H 2.04 2.59 4.63
H 2.74 1.25 4.55
O 7.80 -4.87 6.38
H 8.73 -4.97 6.14
H 7.38 -5.66 6.05
O 9.80 -3.12 8.56
H 10.09 -3.35 9.45
H 10.58 -3.26 8.02
O 7.84 2.64 8.02
H 7.60 2.01 8.70
H 7.85 2.13 7.21
O 12.51 1.32 3.26
H 11.59 1.16 3.47
H 12.76 0.58 2.71
O 7.23 1.10 10.56
H 6.52 1.73 10.61
H 6.86 0.36 10.06
O 9.11 0.60 0.99
H 9.79 0.31 1.60
H 8.36 0.78 1.55
O 6.01 -1.10 9.76
H 6.03 -1.56 8.93
H 6.50 -1.66 10.36
O 8.27 5.08 9.30
H 7.85 5.92 9.11
H 7.80 4.45 8.75
O 8.30 -1.95 3.43
H 8.05 -1.03 3.55
H 8.57 -2.24 4.31
O 4.22 3.75 6.76
H 3.29 3.93 6.65
H 4.66 4.44 6.26
O 6.71 4.67 3.37
H 6.55 3.74 3.22
H 6.04 4.92 4.01
O 10.27 -4.44 4.92
H 10.52 -3.67 5.44
H 11.04 -4.61 4.37
O 7.55 -2.12 7.37
H 8.36 -2.34 7.82
H 7.32 -2.92 6.89
O 5.20 1.27 6.00
H 4.74 2.11 5.97
H 4.55 0.63 5.70
O 7.38 -4.54 3.34
H 7.68 -3.68 3.05
H 7.98 -4.77 4.05
O 12.12 0.08 7.10
H 12.38 0.88 7.56
H 11.66 -0.44 7.76
O 2.91 0.01 5.70
H 2.36 0.06 6.48
H 3.15 -0.91 5.63
O 7.56 1.06 3.17
H 6.64 1.10 2.92
H 7.55 0.90 4.11
O 3.81 3.61 9.75
H 2.87 3.68 9.60
H 4.17 3.36 8.90
O 4.94 1.90 2.66
H 4.79 2.70 2.15
H 4.37 1.99 3.42
O 7.55 0.28 5.95
H 6.62 0.49 5.97
H 7.63 -0.47 6.55
O 11.62 -2.28 5.50
H 11.93 -2.05 4.63
H 11.76 -1.49 6.02
*
```

These are the Mulliken partial charges, in e, on atoms 1 to 2: -0.64, 0.29